Entry from the OMol25 dataset: a 2-piece molecular cluster, C2H2Cl2OS overall (the ωB97M-V functional and the def2-TZVPD basis).

Last columns: bonded neighbours and bond lengths (Å).
CARTESIAN COORDINATES (ANGSTROEM)
1 C 0.894 -0.286 0.000  C2 1.323, O3 1.357, Cl5 1.789
2 C -0.420 -0.158 -0.091  C1 1.323, Cl6 1.653
3 O 1.593 -1.449 0.017  C1 1.357, H7 0.893
4 S -1.765 2.220 -0.020  H8 1.352
5 Cl 1.957 1.152 -0.051  C1 1.789
6 Cl -1.583 -1.321 0.069  C2 1.653
7 H 1.898 -1.730 -0.773  O3 0.893
8 H -2.574 1.573 0.849  S4 1.352

## Properties
E_tot (hartree): -1471.06465
E_HOMO (spin up / spin down) (eV): -9.5 / -9.5
E_LUMO (spin up / spin down) (eV): -2.3 / -2.3
Multiplicity: 1
Strongest force on any atom (eV/A): 5.50

natural (NBO) atomic charge list, values in e, 6 entries: 0.160, -0.048, -0.665, -0.169, -0.014, 0.126

---

Entry from the OMol25 dataset: one molecule with the formula C2H2Cl2OS (the ωB97M-V functional and the def2-TZVPD basis).

Last columns: bonded neighbours and bond lengths (Å).
CARTESIAN COORDINATES (ANGSTROEM)
1 O 1.152 -0.221 -0.356  C2 1.172
2 C 0.142 0.293 -0.652  O1 1.172, C3 1.699, H7 1.013
3 C -1.287 -0.001 0.221  C2 1.699, S4 1.708, Cl5 1.790, Cl6 1.838
4 S -1.078 -0.711 1.760  C3 1.708, H8 1.381
5 Cl -1.930 1.670 0.213  C3 1.790
6 Cl -2.213 -0.918 -1.075  C3 1.838
7 H -0.189 0.833 -1.442  C2 1.013
8 H 0.148 -1.344 1.712  S4 1.381

## Properties
E_tot (hartree): -1471.16940
E_HOMO (eV): -10.0
E_LUMO (eV): 0.3
Multiplicity: 1
SMILES: O=CC(S)(Cl)Cl
Strongest force on any atom (eV/A): 5.48

natural (NBO) atomic charge list, values in e, 6 entries: -0.472, 0.474, -0.375, 0.088, 0.008, -0.035

---

Q: The lowest strongest force on any atom belongs to which entry?
A: number 2

---

Q: strongest force on any atom of number 1 (C2H2Cl2OS)?
A: 5.50 eV/A